<w>
Computed, not measured: C29H23B2CsF9N7O5 as an isolated structure, with ωB97M-V/def2-TZVPD.

```
! wB97M-V def2-TZVPD RIJCOSX def2/J DEFGRID3
* xyz 0 1
Cs 0.81780 0.08379 0.58114
F -3.85506 -1.72224 -2.38158
F -1.27343 2.53362 3.06822
F -2.09704 -2.05718 -3.80888
F 1.29203 6.49315 1.97256
F 0.86958 1.86248 4.80311
F 0.09499 4.22857 5.91798
F 2.10247 4.14124 0.84387
F 0.32047 6.49087 4.47218
F -3.26353 2.71151 1.98850
O -1.66683 -2.14388 -1.46795
O -2.34824 0.02216 -2.72646
O -1.43097 1.73966 0.82244
O -2.49175 0.57252 2.60323
O 1.79561 1.82875 2.25835
N -2.11529 -1.83712 -0.33791
N -2.33524 -0.36597 1.66851
N -0.76779 2.81729 0.28410
N 1.88181 -0.92242 -2.32423
N 1.59590 -1.99127 2.60498
N -1.48545 0.65921 -1.85654
N 2.67338 -2.24297 -0.02070
C -1.73566 1.90588 -1.79503
C 1.20128 5.33955 2.62754
C 4.71876 -4.08208 -0.24750
C 0.69305 5.34398 3.93779
C 3.85912 -1.67518 3.30183
C -3.06708 -1.40778 1.73634
C 0.58658 4.17023 4.68466
C 1.08995 -2.53453 -4.44589
C 1.19777 -1.50912 3.77892
C 1.47562 2.91422 2.77267
C 0.96379 2.98494 4.12218
C 3.43188 -1.17471 4.52148
C 1.85538 -3.05138 -3.41337
C 2.22527 -2.21181 -2.36974
C -3.64850 -3.56570 0.36608
C 4.37485 -3.56721 0.99014
C 1.15573 -0.43877 -3.32647
C 3.01011 -2.72642 -1.21470
C -4.10094 -1.70728 2.77722
C -0.12442 3.89431 -1.73813
C -2.87273 2.56180 -2.52947
C 4.02817 -3.66196 -1.37150
C 0.73397 -1.19921 -4.40680
C -0.86104 2.82191 -0.98872
C 1.60070 4.16664 2.06647
C 2.07358 -1.09597 4.77191
C 3.33255 -2.64576 1.05838
C 2.90705 -2.07924 2.37179
C -2.88926 -2.28937 0.55429
B -2.11011 1.95387 2.10747
B -2.57310 -1.38994 -2.72510
H 2.13166 -4.09726 -3.39555
H -2.98319 3.60292 -2.23725
H 4.15063 -0.84339 5.25968
H -4.26176 -0.81733 3.37986
H 0.75818 -3.17059 -5.25575
H 4.91239 -1.73227 3.06173
H 0.11400 -0.75750 -5.17331
H -3.22974 -4.12983 -0.46366
H 0.40425 4.53395 -1.03490
H -3.77807 -2.51824 3.43436
H 1.69130 -0.70640 5.70476
H -0.80942 4.50366 -2.32959
H -3.79556 2.02624 -2.30763
H -5.04511 -2.00403 2.31856
H 0.88405 0.60793 -3.25903
H -2.71820 2.49419 -3.60835
H 5.51887 -4.80561 -0.33553
H -4.68904 -3.33136 0.13723
H 4.88346 -3.88861 1.88880
H -3.62250 -4.16182 1.27701
H 4.28501 -4.03193 -2.35449
H 0.59836 3.45450 -2.42964
H 0.12474 -1.43776 3.92467
*
```

Its HOMO energy (spin up / spin down) is -0.320 / -0.324 Eh. For the lowest unoccupied orbital energy (spin up / spin down), the calculation gives -1.2 / -2.3 eV.

Löwdin atomic charge list, values in e, 2 entries:
1. Cs 1.336
2. F 0.187

=====

<x>
Computed, not measured: C29H23B2CsF9N7O5 as an isolated structure, with ωB97M-V/def2-TZVPD.

```
! wB97M-V def2-TZVPD RIJCOSX def2/J DEFGRID3
* xyz 0 1
Cs 0.91777 0.72712 -1.24059
F 2.27406 6.23448 -0.22096
F 0.39145 7.51625 -1.65797
F -0.86385 6.31638 -3.73246
F -2.32586 4.23701 0.46427
F 2.91077 3.66676 -0.83481
F -0.21126 3.77016 -4.38089
F -0.44237 -4.46323 2.24896
F -1.33784 3.23865 -1.33665
F 0.91918 -3.01684 1.10716
O -2.88343 2.04694 0.04896
O -0.54930 -2.20395 2.81319
O 1.68855 2.45151 -2.92199
O -1.43710 -3.01131 0.70168
O -0.57428 2.68461 0.79809
N 2.25859 -1.97876 -0.95913
N 2.68018 -0.09827 0.89977
N -0.45183 1.49864 1.48730
N -0.16146 -1.80066 -2.12377
N -0.74963 -0.98289 2.35394
N -1.89579 -1.79314 0.60909
N -2.51709 0.76194 -0.09672
C 4.01531 -4.04241 -1.44513
C 1.69531 5.61014 -1.24186
C 4.34192 -3.04625 -0.54565
C 3.42754 -2.01655 -0.32583
C 0.07079 5.65775 -3.05899
C 1.91397 -2.96383 -1.78326
C 3.99974 1.05338 2.51878
C -3.44529 -0.08474 0.15684
C 2.03250 4.33101 -1.55856
C 0.53800 -2.91145 -2.35041
C 2.78362 -4.01397 -2.07057
C -0.88420 -0.17519 4.64181
C -1.17426 1.30052 2.52203
C -0.94669 -0.00432 3.15388
C -4.85803 0.27850 0.52659
C 0.71085 6.28336 -1.98326
C -1.31223 -3.87495 -3.52783
C 1.40984 3.63182 -2.65960
C 2.82799 0.86227 1.80029
C 0.40584 4.37638 -3.38762
C -2.17305 2.26603 3.09240
C -0.02066 -3.98516 -3.04323
C 4.90430 -0.81459 1.33397
C -1.40613 -1.70797 -2.56752
C -3.04606 -1.50860 0.14119
C -2.02712 -2.71259 -3.29360
C 5.05695 0.19433 2.27037
C 3.68822 -0.93606 0.66111
C -3.97989 -2.57835 -0.34270
B -1.79439 3.04558 -0.02056
B -0.29433 -3.20930 1.72303
H -4.94777 -2.47765 0.15218
H 2.51594 -4.79815 -2.76343
H -5.57039 -0.15941 -0.17741
H -3.03731 -2.59050 -3.66077
H -1.75819 -4.69431 -4.07785
H -3.56054 -3.55598 -0.12242
H -4.97153 1.35730 0.51732
H -2.05302 3.24905 2.65106
H 0.53204 -4.89917 -3.20196
H 5.72591 -1.48652 1.13469
H 1.96025 1.49836 1.94853
H 5.99461 0.30512 2.80086
H -1.92622 -0.78578 -2.32167
H -0.93637 -1.23056 4.89395
H -1.69825 0.35970 5.12700
H 5.28625 -3.08536 -0.02346
H -5.10021 -0.10434 1.52189
H -3.18369 1.91193 2.86278
H 0.05895 0.22760 5.01799
H -2.07875 2.34587 4.17578
H 4.08015 1.85031 3.24566
H -4.14264 -2.49635 -1.41845
H 4.71099 -4.84732 -1.64485
*
```

Its HOMO energy (spin up / spin down) is -0.314 / -0.313 Eh. For the lowest unoccupied orbital energy (spin up / spin down), the calculation gives -1.8 / -2.5 eV.

Löwdin atomic charge list, values in e, 2 entries:
1. Cs 1.439
2. F 0.145

=====

<w> wins, 0.0108 hartree ahead of the next structure.